The following is a quantum chemistry calculation of C15H15AlN3P as an isolated structure in a non-equilibrium geometry, from the OMol25 dataset.

- LUMO energy (eV) = -1.070
- ΔE to the lowest compared entry with this formula, charge and spin (kJ/mol) = 0.0
- calculated total energy (eV) = -36151.05256
- charge = 0

Geometry as XYZ:
```
35
Properties=species:S:1:pos:R:3:forces:R:3
C -1.262 -0.672 -4.089 0.191 -0.459 0.964
C -1.018 -0.004 -5.272 -0.354 0.623 -0.338
C -0.393 1.249 -5.432 0.224 0.340 -0.351
C 0.229 2.018 -4.427 -0.232 0.093 -0.822
C 0.465 1.603 -3.138 0.427 -0.533 1.294
Al -0.105 -0.146 -2.653 -0.830 1.227 -1.545
P 0.090 -2.838 -2.447 0.232 -0.676 0.574
H -1.991 -1.495 -4.100 0.466 -0.032 -0.318
H -1.381 -0.451 -6.207 -0.201 0.201 0.252
H -0.446 1.694 -6.433 0.132 -0.241 0.354
H 0.979 2.293 -2.450 -0.058 -0.084 -0.439
H 0.545 3.029 -4.730 -0.097 -0.329 0.062
H 1.290 -3.377 -1.915 -0.158 -0.195 0.046
H -0.092 -3.837 -3.439 -0.029 0.384 0.164
H -0.779 -3.397 -1.455 0.274 -0.051 -0.276
N -1.134 1.168 7.931 0.452 -0.518 -2.674
C -0.919 0.953 6.799 -0.494 0.513 2.309
C -0.588 0.686 5.419 0.113 -0.009 -0.356
C -1.455 1.011 4.365 0.049 -0.093 -0.252
C -1.092 0.752 3.039 0.049 0.063 0.564
C 0.154 0.182 2.771 -0.053 0.215 0.838
C 1.029 -0.144 3.812 -0.350 0.094 0.194
C 0.654 0.107 5.132 0.063 -0.003 -0.243
N 0.542 -0.035 1.437 0.692 -0.228 -0.993
C 1.816 -0.419 0.971 -0.461 0.211 0.503
C 1.741 -0.516 -0.371 -1.378 0.040 0.079
N 0.420 -0.222 -0.755 0.077 -0.035 1.245
C -0.258 0.088 0.353 1.030 -0.674 -0.909
H -2.414 1.483 4.571 0.221 -0.153 0.001
H -1.767 1.008 2.222 0.162 0.030 0.456
H 1.990 -0.599 3.594 -0.192 0.105 0.164
H 1.329 -0.126 5.956 -0.155 0.002 -0.291
H 2.647 -0.574 1.637 -0.082 0.068 -0.074
H 2.479 -0.817 -1.093 0.036 0.138 -0.001
H -1.307 0.345 0.396 0.233 -0.037 -0.180
```
Positions in Å, forces in eV/Å.